Entry 1:
{
  "formula": "CH35O16S",
  "method": "ωB97M-V/def2-TZVPD",
  "de_lowest_kj_mol": 0.00,
  "homo_ev": -4.05,
  "total_charge": -1,
  "e_tot_ev": -45203.82529,
  "orbital_gap_ha": 0.23882,
  "largest_force_ev_per_a": 1.82,
  "e_lumo_ev": 2.45,
  "symbols": ["C", "S", "H", "H", "H", "H", "H", "O", "H", "H", "O", "H", "H", "O", "H", "H", "O", "H", "H", "O", "H", "H", "O", "H", "H", "O", "H", "H", "O", "H", "H", "O", "H", "H", "O", "H", "H", "O", "H", "H", "O", "H", "H", "O", "H", "H", "O", "H", "H", "O", "H", "H", "O"],
  "positions_angstrom": [[-2.065638, 2.666099, -0.598510], [-3.166098, 2.431694, 0.872712], [-1.296386, 1.895929, -0.635645], [-2.580034, 2.719766, -1.557445], [-1.514036, 3.589934, -0.423662], [3.598976, 1.375246, 1.061817], [2.530404, 0.316842, 1.644914], [3.295503, 0.454101, 1.072672], [0.657351, -1.933492, -2.234634], [2.012968, -2.044600, -2.953133], [1.356656, -2.556668, -2.469320], [-1.742947, -1.822121, -0.701947], [-1.691548, -3.249804, -0.234977], [-1.416187, -2.729771, -1.001188], [0.056487, -3.006995, -3.944464], [-1.174106, -3.192709, -3.120594], [-0.830164, -2.647074, -3.843145], [1.599162, 4.148419, -2.200697], [0.684870, 3.088763, -1.572839], [1.271176, 3.822486, -1.361557], [1.698561, 0.967980, -2.234916], [0.366120, 1.324013, -2.862717], [1.303467, 1.588839, -2.884966], [1.589972, 2.992486, 1.624532], [2.110173, 3.101119, 0.252130], [2.411663, 2.838366, 1.142815], [-0.165269, -2.534877, 0.832886], [0.039054, -3.181493, 2.216080], [-0.614504, -2.738947, 1.667693], [0.202287, -2.033227, 3.743202], [1.449015, -2.062411, 3.024695], [1.126111, -2.262526, 3.914321], [0.845476, -0.329156, -0.450129], [2.323104, 0.296341, -0.389476], [1.650537, -0.156641, -0.942755], [-2.686770, 0.384644, -0.245745], [-2.841280, -0.870202, 0.610345], [-2.598228, -0.589894, -0.294491], [-0.193019, 1.118419, 2.655509], [1.095444, 1.792118, 2.940953], [0.755736, 0.927157, 2.704568], [-1.281606, -0.801098, -3.658078], [-1.569736, 0.255502, -2.598548], [-1.128601, 0.140556, -3.450627], [-2.061586, -1.908282, 2.386606], [-3.174423, -1.038910, 3.120333], [-2.934606, -1.484912, 2.306507], [-1.247710, 2.732974, 3.787075], [-1.766120, 2.927421, 2.350945], [-0.924816, 2.930259, 2.900773], [2.716412, -2.221362, 0.506917], [2.027241, -2.808190, -0.713849], [1.891491, -2.622111, 0.239057]],
  "forces_ev_per_angstrom": [[0.21, 0.46, 0.87], [-0.09, -0.20, -0.55], [0.12, -0.34, -0.15], [-0.15, -0.02, 0.07], [-0.03, 0.14, -0.35], [-0.94, -0.26, 0.60], [-0.07, 0.92, 0.18], [1.20, -1.24, -0.57], [0.03, 0.05, -0.01], [-0.08, 0.27, 0.17], [0.71, -0.53, -0.14], [0.10, -0.49, -0.91], [0.10, -0.33, -0.27], [-0.02, 0.39, 0.59], [0.14, 0.25, 0.00], [-0.22, 0.38, 0.21], [-0.65, -0.59, -0.45], [0.02, -0.30, -0.15], [0.22, -0.14, -0.40], [-0.04, 0.66, 0.91], [-0.49, 0.28, -0.32], [0.40, -0.25, -0.54], [-0.16, -0.01, -0.02], [0.07, 0.01, 0.17], [0.36, 0.14, -0.20], [-0.59, 1.00, -0.33], [0.23, -0.04, 0.03], [0.12, -0.26, -0.17], [-0.20, -0.06, 0.22], [-0.04, 0.18, 0.64], [0.63, 0.12, 0.22], [-0.42, -0.08, -0.69], [0.17, 0.22, 0.44], [-0.51, -0.47, 0.60], [0.39, 0.21, -0.77], [-0.15, -0.10, 0.33], [-0.12, 0.29, 0.01], [-0.10, 0.38, 0.09], [0.03, 0.15, -0.22], [0.01, -0.03, 0.18], [0.27, -0.76, 0.04], [0.35, 0.14, -0.01], [-0.16, 0.01, -0.09], [-0.35, -0.13, 0.34], [-0.12, 0.15, 0.02], [0.18, 0.11, -0.02], [-0.19, -0.32, -0.07], [0.05, 0.15, 0.04], [0.19, -0.16, -0.41], [-0.31, 0.24, 0.41], [0.27, 0.37, 0.17], [-0.51, 0.26, 0.28], [0.08, -0.80, -0.04]]
}

Entry 2:
{
  "formula": "C4H16InN8O4",
  "method": "ωB97M-V/def2-TZVPD",
  "de_lowest_kj_mol": 127.40,
  "homo_ev": -19.51,
  "total_charge": 3,
  "e_tot_ev": -29663.44789,
  "orbital_gap_ha": 0.12433,
  "largest_force_ev_per_a": 3.41,
  "e_lumo_ev": -16.12,
  "symbols": ["In", "C", "O", "N", "N", "H", "H", "H", "H", "C", "O", "N", "N", "H", "H", "H", "H", "C", "O", "N", "N", "H", "H", "H", "H", "C", "O", "N", "N", "H", "H", "H", "H"],
  "positions_angstrom": [[-0.067056, -1.390622, 2.150850], [-1.093282, 1.619476, -0.321469], [-1.226817, 0.640445, 0.477833], [-2.085875, 2.468693, -0.556445], [0.078519, 1.853013, -0.938451], [-2.980435, 2.284865, -0.133457], [-1.895594, 3.320348, -1.060836], [0.824698, 1.206607, -0.761590], [0.100376, 2.490067, -1.718607], [2.848998, 1.011061, 1.156401], [1.691933, 0.638134, 1.496967], [3.441382, 2.105462, 1.652218], [3.705575, 0.166406, 0.523748], [4.377283, 2.349420, 1.362707], [2.951202, 2.853664, 2.121294], [3.290593, -0.567113, -0.032907], [4.587402, 0.489752, 0.151181], [-3.717341, -0.955176, 1.550590], [-2.795860, -1.612787, 2.078305], [-4.752776, -0.477805, 2.263326], [-3.839951, -0.676918, 0.227080], [-5.381022, 0.217116, 1.881389], [-4.998519, -0.755030, 3.206489], [-3.024327, -0.970194, -0.290301], [-4.747877, -0.781039, -0.203494], [1.715066, -2.084327, -1.513144], [1.442999, -1.816327, -0.318178], [1.557953, -3.291725, -2.076502], [2.163215, -1.156445, -2.398519], [1.694765, -3.461648, -3.058632], [1.394261, -4.071214, -1.458897], [2.236304, -0.185176, -2.163330], [2.504208, -1.460982, -3.295616]],
  "forces_ev_per_angstrom": [[-0.44, 1.53, -2.21], [0.87, 0.36, -0.03], [-0.16, -0.89, 0.64], [0.02, -0.48, 0.27], [-0.34, -0.11, 0.14], [-0.07, 0.29, -0.06], [-0.39, 0.03, -0.09], [0.03, 0.03, -0.05], [0.28, -0.03, -0.02], [2.99, -0.93, 1.35], [-1.84, -0.15, -0.14], [-0.67, 0.62, -0.26], [-0.92, 0.03, -1.02], [0.00, -0.04, -0.11], [-0.29, -0.29, 0.13], [-0.12, -0.29, 0.41], [0.08, 0.17, 0.30], [-2.06, 1.21, -0.53], [1.99, -0.45, 0.71], [0.08, 0.01, 0.75], [1.20, -0.18, 0.16], [-0.09, -0.35, -0.41], [0.54, -0.20, 0.04], [-0.34, -0.04, -0.42], [0.05, 0.07, -0.09], [-0.21, -0.59, -2.11], [-0.03, 0.71, 0.91], [-0.15, -0.11, 1.31], [-0.09, 0.09, 0.73], [0.02, -0.06, 0.00], [-0.05, -0.15, -0.23], [0.03, 0.01, -0.03], [0.09, 0.18, -0.05]]
}

Entry 3:
{
  "formula": "C26H30FN5O2S",
  "method": "ωB97M-V/def2-TZVPD",
  "homo_ev": -7.47,
  "total_charge": 0,
  "e_tot_ev": -52547.19252,
  "orbital_gap_ha": 0.29629,
  "largest_force_ev_per_a": 1.13,
  "e_lumo_ev": 0.59,
  "symbols": ["C", "O", "C", "C", "C", "C", "N", "C", "C", "N", "C", "O", "C", "N", "C", "C", "N", "C", "N", "C", "C", "C", "C", "C", "F", "C", "C", "C", "S", "C", "C", "C", "C", "C", "C", "H", "H", "H", "H", "H", "H", "H", "H", "H", "H", "H", "H", "H", "H", "H", "H", "H", "H", "H", "H", "H", "H", "H", "H", "H", "H", "H", "H", "H", "H"],
  "positions_angstrom": [[-8.341054, -2.108016, -0.715041], [-7.651292, -1.638762, 0.415476], [-6.328409, -1.321685, 0.281195], [-5.597503, -1.402999, -0.897379], [-4.260291, -1.053343, -0.913586], [-3.603365, -0.596129, 0.229609], [-2.237355, -0.305966, 0.167661], [-1.488266, -0.048667, 1.377325], [-1.545962, 1.428423, 1.786450], [-1.059494, 2.251368, 0.690822], [-0.013793, 3.082594, 0.914144], [0.519450, 3.136284, 2.011023], [0.541919, 3.929368, -0.232659], [1.810515, 3.426409, -0.738719], [1.720262, 2.072090, -1.256460], [3.032322, 1.713189, -1.955658], [4.139768, 1.848761, -1.032705], [4.449654, 0.776093, -0.271564], [4.021707, -0.419957, -0.479574], [4.592163, -1.335536, 0.363426], [4.196354, -2.733424, 0.255687], [3.090918, -3.067126, -0.528113], [2.678549, -4.378644, -0.651367], [3.385524, -5.362463, 0.016017], [2.990190, -6.649743, -0.098835], [4.489040, -5.065845, 0.795846], [4.890621, -3.749559, 0.912392], [5.479734, -0.806481, 1.252843], [5.629766, 0.900986, 1.046188], [4.215684, 3.185497, -0.486576], [2.902769, 3.539855, 0.216231], [-1.807330, 2.020928, -0.522543], [-1.745598, 0.527521, -0.904856], [-4.348501, -0.528497, 1.410324], [-5.679374, -0.887345, 1.434087], [-9.359097, -2.301919, -0.380611], [-8.361039, -1.360218, -1.515301], [-7.904175, -3.036630, -1.097568], [-6.051491, -1.749192, -1.812672], [-3.716496, -1.162335, -1.839640], [-1.848795, -0.688426, 2.181503], [-0.444220, -0.316196, 1.175919], [-0.914644, 1.619746, 2.654922], [-2.577676, 1.719292, 2.013581], [0.725545, 4.927589, 0.173228], [-0.144411, 4.023637, -1.074374], [0.901180, 2.026555, -1.977683], [1.537668, 1.332669, -0.457054], [3.006983, 0.686101, -2.318183], [3.205994, 2.400965, -2.787214], [2.563096, -2.276894, -1.037871], [1.823603, -4.646251, -1.252290], [5.019405, -5.860334, 1.296947], [5.756171, -3.513377, 1.511001], [6.039181, -1.290609, 2.025555], [5.052348, 3.254746, 0.209467], [4.383392, 3.874242, -1.319188], [2.941874, 4.569308, 0.575593], [2.764476, 2.876803, 1.084410], [-1.430062, 2.622858, -1.345832], [-2.857111, 2.291561, -0.343608], [-2.330950, 0.372165, -1.809158], [-0.705826, 0.248210, -1.106863], [-3.899186, -0.193027, 2.331261], [-6.245082, -0.830238, 2.350625]],
  "forces_ev_per_angstrom": [[-0.09, -0.06, -0.16], [0.20, 0.10, 0.23], [0.10, 0.06, 0.15], [-0.34, -0.03, 0.02], [0.11, 0.13, 0.11], [-0.29, -0.17, -0.10], [0.36, -0.19, -0.03], [-0.06, 0.20, 0.19], [0.17, -0.27, 0.34], [-0.24, -0.18, 0.13], [-0.01, 0.16, -0.14], [0.27, 0.19, 0.16], [0.06, 0.06, -0.02], [-0.08, 0.05, 0.01], [0.24, -0.06, -0.23], [-0.37, -0.20, -0.13], [-0.08, 0.27, -0.36], [0.85, 0.03, 0.73], [-0.52, -0.11, -0.45], [0.71, 0.59, 0.65], [-0.17, -0.44, -0.09], [0.19, 0.06, 0.14], [0.04, -0.34, 0.08], [0.00, 0.13, -0.02], [0.05, 0.12, 0.01], [-0.13, -0.19, -0.04], [-0.19, 0.14, -0.16], [-0.19, -0.06, -0.23], [-0.45, -0.19, -0.41], [-0.15, 0.25, 0.27], [0.36, 0.01, -0.01], [-0.02, -0.20, -0.47], [-0.08, 0.39, -0.13], [0.11, 0.04, -0.06], [-0.29, -0.14, -0.20], [0.06, 0.00, -0.08], [0.01, -0.04, 0.02], [-0.01, 0.04, 0.00], [-0.07, -0.04, -0.06], [0.07, -0.03, -0.06], [0.04, -0.01, 0.00], [-0.03, 0.03, 0.10], [-0.14, -0.03, -0.09], [0.03, -0.01, 0.01], [-0.13, -0.09, 0.00], [0.01, 0.03, 0.08], [-0.04, -0.05, 0.01], [-0.05, 0.01, -0.05], [-0.01, 0.12, -0.04], [-0.05, -0.05, 0.00], [-0.04, 0.04, -0.05], [-0.08, -0.05, -0.05], [0.03, -0.09, 0.03], [0.11, 0.02, 0.06], [0.07, -0.19, 0.19], [0.00, 0.08, -0.07], [0.06, 0.01, 0.09], [0.00, -0.02, 0.07], [0.03, 0.09, -0.03], [-0.04, 0.00, 0.06], [0.07, 0.01, -0.09], [0.07, -0.02, 0.01], [-0.04, 0.06, -0.06], [0.07, 0.05, 0.07], [-0.07, 0.01, 0.12]]
}

Entry 4:
{
  "formula": "C5H12NO3",
  "method": "ωB97M-V/def2-TZVPD",
  "de_lowest_kj_mol": 336.01,
  "homo_ev": -2.66,
  "total_charge": -1,
  "e_tot_ev": -13011.41268,
  "orbital_gap_ha": 0.23342,
  "largest_force_ev_per_a": 2.42,
  "e_lumo_ev": 3.69,
  "symbols": ["C", "N", "C", "O", "C", "C", "C", "O", "H", "H", "H", "H", "H", "H", "H", "H", "H", "H", "H", "H", "O"],
  "positions_angstrom": [[0.997897, -0.525278, 1.567548], [1.154358, -0.725574, 0.087979], [1.740386, 0.224711, -0.772833], [0.804770, 1.133787, -1.383805], [-0.484900, -0.789585, 1.968395], [-1.561651, -0.346141, 1.014030], [-1.830904, 0.997778, 0.913102], [-2.614770, 1.690044, 0.217351], [1.565163, -1.384955, 1.914616], [1.509679, 0.296877, 2.089920], [0.296507, -1.144461, -0.233036], [2.497296, 0.881796, -0.302069], [2.157878, -0.244561, -1.670508], [-0.603662, -1.847480, 2.249935], [-0.527205, -0.263235, 2.936743], [-2.095635, -1.152800, 0.549054], [0.199097, 1.484030, -0.729767], [-1.104350, 1.629828, 1.528675], [-0.524952, 0.704396, -3.577980], [-0.704922, -0.771454, -4.069525], [-0.870082, 0.152270, -4.297815]],
  "forces_ev_per_angstrom": [[0.27, -2.11, -1.14], [1.12, 0.57, 1.32], [-0.77, 0.81, -0.56], [0.00, 0.20, -0.75], [0.41, 0.75, 1.07], [0.49, -0.08, 0.77], [0.57, 0.78, -0.27], [-0.38, -0.30, -0.16], [0.17, -0.18, 0.79], [-0.52, 0.53, -1.00], [-0.16, 0.37, -0.50], [-0.07, -0.87, 0.29], [0.28, -0.13, 0.25], [0.09, 0.15, -0.35], [-0.47, -0.07, 0.00], [-0.53, 0.06, -0.46], [-0.38, -0.07, 0.44], [-0.20, -0.42, 0.14], [-0.04, -0.47, 0.08], [0.04, 0.46, 0.26], [0.07, 0.04, -0.21]]
}